1.
Entry from the Open Molecules 2025 dataset: a single C4H12N2O molecule at a distorted geometry (wB97M-V/def2-TZVPD).

Geometry as XYZ:
```
19
Properties=species:S:1:pos:R:3:nbo_charge:R:1
C 0.6331 1.9318 0.7029 -0.63
C 0.8833 0.9395 -0.4051 0.10
O 0.2569 1.4124 -1.5929 -0.74
C 0.3236 -0.4811 -0.1250 -0.07
N 0.3455 -1.2321 -1.4083 -0.86
C -1.0891 -0.4635 0.3815 -0.24
N -1.4038 -1.7806 0.9121 -0.85
H -0.3295 2.4245 0.6124 0.23
H 1.3916 2.7030 0.6702 0.22
H 0.7145 1.4950 1.7002 0.21
H 1.9571 0.8696 -0.6202 0.16
H 0.3275 0.6888 -2.2347 0.49
H 1.0377 -1.0043 0.5207 0.17
H 1.2055 -1.7591 -1.4848 0.35
H -0.2956 -2.0169 -1.2879 0.38
H -1.2217 0.2400 1.2110 0.18
H -1.7113 -0.0788 -0.4262 0.21
H -0.6978 -2.0986 1.5562 0.36
H -2.3276 -1.7894 1.3178 0.36
```

As for the energy relative to the best compared isomer or geometry (same formula, charge and spin): 1.144 eV. Its LUMO energy is 1.0 eV. As for the SMILES: C[C@H](O)[C@H](N)CN. The largest force on an atom comes out at 1.541 eV Å⁻¹.

=====

2.
Entry from the Open Molecules 2025 dataset: 7 unconnected molecules or ions with the total composition C22H39Cl12N2S at a distorted geometry (wB97M-V/def2-TZVPD).

Geometry as XYZ:
```
76
Properties=species:S:1:pos:R:3:mulliken_charge:R:1
N 5.7557 2.5366 3.3545 -0.61
C 5.9109 1.2750 3.1943 0.10
C 6.5433 0.4309 4.3601 -0.82
S 6.1126 -1.3577 4.3708 0.13
C 6.4207 -1.9185 2.6221 -0.49
N 7.8364 -1.6124 2.2464 -0.63
C 4.3299 -1.6131 4.8214 -0.83
C 3.3538 -0.5972 4.1635 0.72
C 3.1485 -0.4668 2.6942 -0.14
C 2.2525 0.5232 2.1202 -0.81
C 1.4979 1.4432 3.0248 -0.39
C 1.6729 1.3236 4.4621 -0.78
C 2.6054 0.3105 5.0291 -0.55
H 6.0926 2.8003 4.2909 0.24
H 5.5549 0.8685 2.2161 0.30
H 7.6671 0.4694 4.2165 0.50
H 6.3689 0.8882 5.3763 0.57
H 6.2118 -3.0153 2.5656 0.49
H 5.7778 -1.3668 1.8800 0.35
H 7.9708 -2.1299 1.3645 0.31
H 7.8005 -0.6310 1.9343 0.26
H 4.0077 -2.6857 4.6697 0.48
H 4.2922 -1.4521 5.9395 0.41
H 3.6815 -1.1400 1.9790 0.38
H 2.1600 0.5936 1.0149 0.56
H 0.8292 2.1874 2.5451 0.64
H 1.1216 1.9677 5.1828 0.37
H 2.7318 0.2644 6.1405 0.26
Cl -2.8902 0.1316 -0.6497 -0.18
C -2.7223 -0.5407 0.9911 -0.50
C -1.9575 0.3867 1.9086 -0.52
Cl -0.2319 0.5131 1.4601 -0.19
H -2.2390 -1.5140 0.9103 0.32
H -3.7313 -0.6926 1.3764 0.38
H -1.9890 0.0054 2.9302 0.34
H -2.3806 1.3908 1.9067 0.34
Cl -5.7491 -4.8367 -3.2140 -0.21
C -5.5152 -3.0907 -2.9396 -0.40
C -4.7912 -2.8118 -1.6431 0.30
Cl -5.7846 -3.2054 -0.2160 -0.20
H -6.4930 -2.6102 -2.9654 0.30
H -4.9291 -2.7147 -3.7787 0.25
H -4.5515 -1.7532 -1.5766 -0.36
H -3.8620 -3.3773 -1.5741 0.37
Cl -4.9991 0.2552 -3.3282 -0.15
C -6.0682 0.2021 -4.7542 -0.44
C -5.5159 1.0105 -5.9059 -0.48
Cl -5.5452 2.7601 -5.5701 -0.19
H -7.0535 0.5551 -4.4515 0.33
H -6.1565 -0.8451 -5.0468 0.25
H -6.1237 0.8494 -6.7969 0.34
H -4.4896 0.7282 -6.1386 0.32
Cl -9.7178 -6.9498 -1.6696 -0.19
C -8.5095 -7.7024 -2.7405 -0.19
C -9.1507 -8.5363 -3.8267 -0.43
Cl -9.9272 -10.0032 -3.1791 -0.18
H -7.8354 -8.2966 -2.1243 0.33
H -7.9348 -6.8901 -3.1887 0.03
H -8.3902 -8.8685 -4.5345 0.29
H -9.9027 -7.9701 -4.3754 0.33
Cl -1.8521 7.4000 -5.0606 -0.19
C -2.6123 5.9173 -5.6919 -0.41
C -2.8209 4.8791 -4.6131 0.00
Cl -1.2804 4.1968 -4.0281 -0.20
H -1.9888 5.5355 -6.4996 0.33
H -3.5750 6.2097 -6.1127 0.28
H -3.4038 4.0465 -5.0086 -0.17
H -3.3539 5.2917 -3.7570 0.35
Cl 9.2408 7.3658 2.2507 -0.18
C 8.5349 5.8611 1.6137 -0.46
C 8.3372 4.8228 2.6948 -0.22
Cl 9.8850 4.1862 3.3111 -0.19
H 9.1831 5.4930 0.8189 0.33
H 7.5718 6.1237 1.1748 0.30
H 7.7852 3.9716 2.2947 0.10
H 7.7776 5.2247 3.5390 0.31
```

Its LUMO energy is -2.8 eV. Its net charge is +1. The largest force on an atom comes out at 3.420 eV Å⁻¹.